#1
8
Properties=species:S:1:pos:R:3:mulliken_charge:R:1 method="wB97M-V/def2-TZVPD" smiles="C#[N+][S-].N=C=O"
C -1.696 -0.154 0.769 -0.178
N -1.683 -1.096 0.089 0.066
S -1.954 -2.397 -0.552 -0.197
H -1.098 0.625 1.222 0.308
N 1.290 1.154 0.120 -0.392
C 1.855 0.370 -0.602 0.564
O 2.437 -0.461 -1.182 -0.416
H 0.849 1.959 0.136 0.245



#2
The following is a DFT calculation (ωB97M-V/def2-TZVPD) of a cluster of 2 separate species, C2H2N2OS in total.

Geometry as XYZ:
```
8
Properties=species:S:1:pos:R:3:mulliken_charge:R:1
C 0.567 0.925 -0.836 -0.297
C 2.524 -0.163 0.138 0.705
N -0.263 0.305 -0.217 0.529
N -1.036 -0.135 0.617 -0.865
O 1.777 -0.724 0.839 -0.417
S 3.704 0.470 -0.593 -0.316
H 0.602 1.222 -1.806 0.367
H -0.719 -0.842 1.231 0.294
```



The most stable of them is #1.



#1
15
Properties=species:S:1:pos:R:3:mulliken_charge:R:1 method="wB97M-V/def2-TZVPD" charge=+1
C 0.858 -1.510 0.159 -0.044
C 1.288 -1.320 -1.156 -0.303
N -0.250 -0.402 0.451 -0.307
H 1.484 -1.480 1.094 0.299
H 2.159 -1.679 -1.644 0.330
H 0.515 -0.775 -1.749 0.021
H -1.138 -0.697 0.815 0.337
H -0.482 0.142 -0.398 0.249
H 0.091 0.413 1.140 0.430
H -2.735 0.699 -1.822 0.320
H -1.408 0.329 -2.059 0.278
O -2.009 0.348 -1.354 -0.617
H 0.139 1.993 2.864 0.328
H 1.003 2.320 1.630 0.313
O 0.486 1.618 2.028 -0.635



#2
15
Properties=species:S:1:pos:R:3:mulliken_charge:R:1 method="wB97M-V/def2-TZVPD" charge=+1
C -0.776 1.155 0.011 -0.570
O 0.442 1.878 0.131 -0.499
C -0.445 -0.206 -0.597 -0.335
N -0.372 -0.104 -2.115 -0.284
H -1.421 1.742 -0.642 0.318
H -1.221 0.987 0.982 0.391
H 0.570 2.231 1.016 0.325
H 0.542 -0.475 -0.254 0.308
H -1.232 -0.911 -0.359 0.266
H 0.534 -0.416 -2.468 0.367
H -0.503 0.859 -2.436 0.354
H -1.104 -0.658 -2.559 0.344
H 0.636 -3.081 2.226 0.320
H 1.671 -2.205 2.960 0.320
O 0.970 -2.187 2.305 -0.624



#3
15
Properties=species:S:1:pos:R:3:mulliken_charge:R:1 method="wB97M-V/def2-TZVPD" charge=+1
C 0.983 0.492 0.470 -0.242
O 0.719 1.845 0.822 -0.570
C -0.121 -0.341 1.025 -0.521
N -1.423 0.389 0.798 -0.306
H 1.921 0.140 0.892 0.361
H 1.131 0.373 -0.597 0.237
H 1.444 2.200 1.350 0.337
H -0.175 -1.321 0.581 0.339
H -0.043 -0.479 2.106 0.319
H -1.805 0.180 -0.122 0.332
H -1.177 1.385 0.898 0.347
H -2.144 0.165 1.481 0.351
H -0.294 -2.266 -3.246 0.320
H 0.632 -1.101 -3.599 0.324
O 0.353 -1.664 -2.860 -0.629



The most stable of them is #3.



#1
The following is a DFT calculation (ωB97M-V/def2-TZVPD) of a cluster of 2 separate species, C3H5ClO in total.

Geometry as XYZ:
```
10
Properties=species:S:1:pos:R:3:mulliken_charge:R:1
C -0.602 0.904 -0.379 -0.188
C 0.118 -0.110 0.626 -0.566
C 1.262 -0.787 0.015 -0.168
H -2.040 -0.978 -0.225 0.323
H -0.034 1.514 -1.102 0.337
H -0.797 1.807 0.181 0.265
H -0.214 -0.705 1.575 0.370
H 1.582 -0.737 -0.981 0.397
O -1.736 0.502 -0.901 -0.582
Cl 2.461 -1.409 1.190 -0.190
```



#2
The following is a DFT calculation (ωB97M-V/def2-TZVPD) of a structure of composition C3H5ClO.

Geometry as XYZ:
```
10
Properties=species:S:1:pos:R:3:mulliken_charge:R:1
C 0.206 -0.309 0.606 0.020
C -0.093 1.080 0.041 -0.504
C -0.160 -0.716 -0.770 -0.225
H 1.224 -0.240 0.725 0.214
H -0.910 1.616 0.286 0.320
H 0.832 1.526 0.089 0.251
H 0.572 -1.470 -1.059 0.272
H -1.172 -1.364 -0.890 0.216
O -0.252 0.543 -1.237 -0.371
Cl -0.247 -0.667 2.208 -0.193
```



The most stable of them is #2.



#1
The following is a DFT calculation (ωB97M-V/def2-TZVPD) of a structure of composition C38H33N11O5S2W.

Geometry as XYZ:
```
90
Properties=species:S:1:pos:R:3:mulliken_charge:R:1
W 0.104 -0.150 0.159 2.014
O -3.445 -0.446 -2.099 -0.798
C -2.560 -0.303 -1.270 0.027
N -1.225 -0.321 -1.455 0.650
C -0.651 -0.606 -2.721 0.668
C -1.254 -0.527 -3.966 -0.781
C -0.515 -0.862 -5.100 -0.719
C 0.799 -1.294 -4.997 -0.880
C 1.408 -1.394 -3.745 -0.359
C 0.678 -1.037 -2.625 -0.455
N 1.083 -1.142 -1.286 0.555
C 1.848 -2.173 -0.810 -0.611
O 2.896 -2.567 -1.237 -0.706
C 1.019 -2.898 0.232 0.734
C 1.262 -4.202 0.552 -0.339
C 0.254 -4.938 1.174 -0.714
C -0.942 -4.325 1.433 -0.860
C -1.086 -2.978 1.120 -0.106
N -0.131 -2.280 0.543 -0.010
C -2.868 -0.103 0.175 0.587
C -4.171 -0.034 0.622 -0.571
C -4.416 0.158 1.964 -0.916
C -3.326 0.285 2.808 -1.056
C -2.051 0.204 2.294 -0.202
N -1.805 0.008 0.986 0.957
H -2.284 -0.214 -4.048 0.501
H -0.983 -0.792 -6.076 0.420
H 1.358 -1.557 -5.887 0.407
H 2.422 -1.756 -3.628 0.529
H 2.219 -4.625 0.273 0.602
H 0.403 -5.980 1.429 0.446
H -1.760 -4.857 1.901 0.447
H -1.999 -2.449 1.353 0.391
H -4.955 -0.116 -0.121 0.613
H -5.427 0.209 2.350 0.467
H -3.449 0.437 3.872 0.564
H -1.202 0.282 2.944 0.370
N 6.270 -4.030 3.519 -0.533
C 5.047 -3.390 3.459 1.114
C 3.861 -4.128 3.379 -0.921
C 2.636 -3.487 3.399 -0.412
C 2.586 -2.104 3.478 -0.574
C 3.758 -1.352 3.537 -0.321
C 4.977 -1.994 3.529 -0.892
S 1.043 -1.288 3.515 1.493
O 0.971 -0.448 4.673 -0.766
O 0.023 -2.292 3.361 -0.583
N 1.018 -0.345 2.142 -0.998
C 1.256 1.008 2.298 0.632
N 2.174 1.510 3.125 -0.533
C 2.267 2.827 3.124 -0.677
C 1.511 3.645 2.292 -1.076
C 0.628 3.022 1.442 -0.169
N 0.466 1.707 1.467 0.252
H 6.314 -4.995 3.252 0.199
H 7.097 -3.493 3.333 0.200
H 3.911 -5.210 3.308 0.298
H 1.710 -4.047 3.359 0.756
H 3.693 -0.270 3.589 0.459
H 5.894 -1.418 3.584 0.300
H 3.000 3.248 3.807 0.463
H 1.613 4.721 2.297 0.452
H 0.019 3.576 0.738 0.519
S -2.375 3.124 -0.220 -0.364
C -4.014 3.260 -0.866 0.730
C -4.346 2.746 -2.118 -0.149
C -5.645 2.873 -2.594 -0.647
C -6.619 3.505 -1.832 -0.482
C -6.287 4.013 -0.581 -0.585
C -4.991 3.892 -0.098 -0.570
H -3.594 2.238 -2.709 0.165
H -5.895 2.464 -3.567 0.383
H -7.629 3.607 -2.210 0.377
H -7.038 4.514 0.019 0.378
H -4.729 4.293 0.876 0.387
C 2.137 2.817 -4.302 -1.119
N 1.903 2.479 -2.919 0.063
C 2.941 1.899 -2.094 -0.637
C 2.120 1.324 -0.977 0.452
O 2.504 0.650 -0.006 -0.601
N 0.821 1.555 -1.168 0.311
C 0.654 2.221 -2.395 -0.114
N -0.490 2.543 -2.865 -0.413
H 3.107 3.303 -4.393 0.351
H 1.381 3.519 -4.651 0.366
H 2.118 1.932 -4.947 0.311
H 3.655 2.644 -1.736 0.335
H 3.490 1.095 -2.596 0.359
H -1.736 2.856 -1.405 0.042
H -0.435 3.001 -3.767 0.127
```



#2
The following is a DFT calculation (ωB97M-V/def2-TZVPD) of a structure of composition C38H33N11O5S2W.

Geometry as XYZ:
```
90
Properties=species:S:1:pos:R:3:mulliken_charge:R:1
W -0.218 -0.401 0.327 2.064
O 3.241 -1.077 2.693 -0.765
C 2.361 -1.014 1.846 0.382
N 1.355 -0.116 1.731 0.463
C 1.294 0.945 2.657 -0.031
C 2.312 1.389 3.496 -0.798
C 2.082 2.462 4.347 -0.676
C 0.851 3.096 4.363 -0.931
C -0.167 2.675 3.519 -0.074
C 0.063 1.601 2.661 -0.141
N -0.836 1.107 1.696 0.515
C -2.006 1.765 1.501 -0.880
O -2.724 2.305 2.330 -0.752
C -2.180 2.012 0.036 0.938
C -3.019 3.022 -0.404 -0.625
C -2.970 3.390 -1.733 -0.979
C -2.064 2.742 -2.560 -0.938
C -1.265 1.737 -2.044 -0.075
N -1.310 1.355 -0.759 0.398
C 2.335 -2.068 0.788 0.238
C 3.450 -2.855 0.559 -0.737
C 3.375 -3.827 -0.418 -0.797
C 2.168 -4.017 -1.079 -1.115
C 1.096 -3.207 -0.769 -0.429
N 1.185 -2.209 0.124 0.651
H 3.268 0.898 3.488 0.534
H 2.876 2.794 5.002 0.402
H 0.672 3.929 5.031 0.428
H -1.128 3.165 3.530 0.595
H -3.673 3.485 0.319 0.591
H -3.612 4.172 -2.115 0.470
H -1.947 3.013 -3.599 0.571
H -0.540 1.273 -2.690 0.266
H 4.334 -2.667 1.149 0.602
H 4.235 -4.439 -0.655 0.421
H 2.042 -4.791 -1.821 0.508
H 0.131 -3.382 -1.209 0.822
N 1.687 5.353 -5.060 -0.568
C 1.967 4.285 -4.226 1.058
C 2.245 3.023 -4.760 -0.884
C 2.478 1.945 -3.929 -0.222
C 2.433 2.114 -2.552 -0.590
C 2.167 3.365 -2.006 -0.495
C 1.934 4.442 -2.837 -0.800
S 2.655 0.747 -1.475 1.580
O 3.020 1.251 -0.187 -0.805
O 3.461 -0.243 -2.128 -0.750
N 1.118 0.164 -1.320 -0.101
C 0.553 -0.603 -2.273 0.812
N 0.929 -0.775 -3.536 -0.343
C 0.120 -1.540 -4.265 -0.847
C -1.046 -2.134 -3.792 -1.277
C -1.365 -1.899 -2.465 -0.955
N -0.562 -1.136 -1.728 0.628
H 2.032 5.287 -6.003 0.228
H 1.792 6.270 -4.659 0.225
H 2.280 2.895 -5.835 0.320
H 2.697 0.968 -4.337 0.499
H 2.145 3.482 -0.931 0.560
H 1.725 5.416 -2.413 0.329
H 0.420 -1.686 -5.297 0.528
H -1.675 -2.743 -4.421 0.481
H -2.227 -2.308 -1.953 0.804
S -2.699 -1.221 0.400 -0.490
C -3.996 -0.194 -0.247 0.537
C -4.950 0.341 0.620 -0.320
C -6.032 1.056 0.134 -0.848
C -6.187 1.259 -1.229 -0.482
C -5.250 0.726 -2.105 -0.825
C -4.173 0.003 -1.619 -0.178
H -4.818 0.206 1.684 0.429
H -6.755 1.467 0.828 0.399
H -7.032 1.819 -1.607 0.399
H -5.361 0.871 -3.173 0.424
H -3.455 -0.404 -2.315 0.472
C -2.884 -2.689 5.215 -1.210
N -1.996 -2.737 4.082 0.137
C -1.789 -3.879 3.231 -0.425
C -1.052 -3.250 2.051 -0.228
O -0.777 -3.875 1.055 -0.543
N -0.825 -1.907 2.319 0.508
C -1.461 -1.660 3.470 -0.041
N -1.586 -0.464 4.027 -0.068
H -3.289 -3.686 5.375 0.394
H -3.725 -2.011 5.041 0.376
H -2.362 -2.389 6.127 0.342
H -2.723 -4.327 2.886 0.383
H -1.164 -4.646 3.694 0.327
H -1.280 0.361 3.539 -0.247
H -2.166 -0.341 4.836 0.246
```



The most stable of them is #2.



#1
The following is a DFT calculation (ωB97M-V/def2-TZVPD) of a cluster of 2 separate species, C2H5IO in total.

Geometry as XYZ:
```
9
Properties=species:S:1:pos:R:3:mulliken_charge:R:1
C 0.208 0.119 -1.170 -0.363
C -0.250 -0.315 1.434 -0.870
O 0.936 1.232 -1.073 -0.377
I 0.204 1.631 2.051 0.035
H -0.927 0.114 -1.276 0.288
H 0.645 -0.670 -0.533 0.330
H 0.337 -1.111 2.004 0.321
H -1.297 -0.285 1.438 0.332
H 0.403 2.016 -0.937 0.304
```



#2
9
Properties=species:S:1:pos:R:3:mulliken_charge:R:1 method="wB97M-V/def2-TZVPD" smiles="C=CI.O"
C -0.205 1.245 -0.207 -0.482
C 0.651 0.570 0.582 -0.728
I 2.453 -0.168 -0.224 0.111
H 0.017 1.585 -1.165 0.287
H -1.115 1.490 0.257 0.266
H 0.531 0.390 1.610 0.494
O -0.971 -1.576 -0.563 -0.615
H -0.262 -1.109 -0.054 0.381
H -1.097 -2.428 -0.236 0.286



The most stable of them is #2.



#1
9
Properties=species:S:1:pos:R:3:mulliken_charge:R:1 method="wB97M-V/def2-TZVPD" smiles=C[PH]#[PH]F
C 1.025 -0.784 0.168 -1.006
P 0.260 0.872 0.589 -0.033
P -1.485 0.501 -0.583 0.208
F -2.367 -0.645 0.260 -0.304
H 1.937 -0.933 0.656 0.363
H 1.243 -0.719 -0.861 0.353
H 0.355 -1.566 0.474 0.289
H 0.942 1.533 -0.689 0.072
H -1.911 1.739 -0.014 0.057



#2
The following is a DFT calculation (ωB97M-V/def2-TZVPD) of a structure of composition CH5FP2.

Geometry as XYZ:
```
9
Properties=species:S:1:pos:R:3:mulliken_charge:R:1
C -0.176 -0.408 0.455 0.253
F -0.284 0.918 0.210 -0.219
P -1.369 -1.468 -0.028 -0.079
P 1.228 -0.882 1.530 -0.124
H -0.298 0.803 -2.169 -0.196
H -0.027 1.470 -2.491 0.182
H -2.298 -0.481 -0.736 0.045
H 0.988 0.277 2.420 0.075
H 2.235 -0.230 0.808 0.064
```



The most stable of them is #1.



#1
23
Properties=species:S:1:pos:R:3:mulliken_charge:R:1 method="wB97M-V/def2-TZVPD" smiles=CNCCCS.O.O
C 1.005 2.714 0.879 -0.719
N -0.220 2.250 1.536 -0.381
C -0.864 1.047 0.947 -0.630
C -0.349 -0.282 1.492 -0.566
C 1.008 -0.729 0.874 -0.440
S 0.842 -2.379 0.059 -0.310
H 1.395 3.523 1.488 0.357
H 0.775 3.095 -0.117 0.228
H 1.749 1.915 0.761 0.216
H 0.028 2.101 2.505 0.237
H -0.698 1.169 -0.117 0.306
H -1.897 1.166 1.238 0.275
H -1.100 -1.044 1.293 0.386
H -0.247 -0.175 2.571 0.336
H 1.786 -0.810 1.627 0.305
H 1.244 -0.020 0.085 0.235
H 1.500 -1.980 -1.037 0.147
O -1.674 -1.340 -1.714 -0.569
H -1.858 -1.469 -0.778 0.293
H -1.062 -2.019 -2.009 0.300
O -0.370 1.278 -2.842 -0.586
H -0.753 0.584 -3.394 0.292
H 0.141 1.889 -3.372 0.288



#2
23
Properties=species:S:1:pos:R:3:mulliken_charge:R:1 method="wB97M-V/def2-TZVPD" smiles=CSCCCN.O.O
C 0.162 -0.321 -1.426 -0.798
S -0.544 0.911 -0.300 -0.123
C 0.713 0.833 1.005 -0.759
C 0.496 -0.296 2.025 -0.434
C 1.760 -1.076 2.351 -0.647
N 1.586 -2.429 2.851 -0.602
H -0.403 -0.300 -2.357 0.316
H 0.003 -1.308 -0.998 0.254
H 1.210 -0.109 -1.603 0.258
H 0.779 1.782 1.502 0.421
H 1.640 0.699 0.500 0.308
H -0.245 -1.027 1.694 0.346
H 0.040 0.137 2.922 0.317
H 2.482 -1.114 1.559 0.425
H 2.372 -0.552 3.098 0.279
H 0.835 -2.519 3.514 0.224
H 1.478 -3.132 2.135 0.214
O 2.251 2.139 -6.386 -0.637
H 1.345 2.168 -6.080 0.316
H 2.615 2.975 -6.070 0.321
O -7.223 0.891 0.183 -0.638
H -6.794 0.084 -0.119 0.318
H -6.559 1.566 -0.002 0.320



#3
23
Properties=species:S:1:pos:R:3:mulliken_charge:R:1 method="wB97M-V/def2-TZVPD" smiles=CCNCCS.O.O
C 1.473 -0.208 1.431 -1.089
C 0.119 -0.858 1.773 -0.541
N -0.904 -0.686 0.752 -0.207
C -0.847 0.413 -0.219 -0.082
C -2.255 0.849 -0.572 -1.076
S -2.360 2.030 -1.927 -0.211
H 1.914 -0.703 0.560 0.157
H 2.217 -0.421 2.203 0.432
H 1.351 0.862 1.306 0.394
H 0.373 -1.914 1.867 0.287
H -0.179 -0.489 2.747 0.344
H -1.825 -0.820 1.136 0.193
H -0.291 1.276 0.163 0.252
H -0.262 0.081 -1.070 0.285
H -2.793 1.071 0.352 0.420
H -2.768 -0.030 -0.947 0.373
H -2.216 3.148 -1.201 0.111
O -0.844 -2.150 -2.048 -0.643
H -0.415 -2.104 -1.182 0.301
H -0.116 -2.338 -2.652 0.306
O 3.410 1.297 -1.072 -0.638
H 3.885 1.360 -0.232 0.319
H 3.334 0.335 -1.167 0.311



The most stable of them is #2.



#1
12
Properties=species:S:1:pos:R:3:mulliken_charge:R:1 method="wB97M-V/def2-TZVPD" smiles=CSC.O
C 0.568 -0.108 0.788 -0.794
S -0.673 -0.383 -0.532 -0.059
C -0.005 -1.815 -1.372 -0.855
H 1.325 0.651 0.528 0.242
H 1.075 -1.077 0.929 0.303
H 0.091 0.182 1.739 0.325
H 0.046 -2.641 -0.642 0.274
H 1.023 -1.531 -1.654 0.276
H -0.531 -2.173 -2.273 0.298
O -1.110 3.004 1.204 -0.641
H -0.199 3.181 0.877 0.316
H -1.607 2.710 0.408 0.315



#2
12
Properties=species:S:1:pos:R:3:mulliken_charge:R:1 method="wB97M-V/def2-TZVPD" smiles=CCS.O
C 0.554 -3.114 -0.189 -0.844
C -0.315 -4.363 -0.149 -0.434
S -1.099 -4.651 1.468 -0.234
H -0.039 -2.224 0.082 0.211
H 0.964 -2.968 -1.203 0.288
H 1.394 -3.206 0.520 0.301
H -1.167 -4.269 -0.850 0.295
H 0.262 -5.262 -0.437 0.304
H 0.048 -4.777 2.169 0.111
O -2.274 -0.301 1.881 -0.636
H -3.005 -0.021 2.478 0.317
H -2.157 -1.261 2.065 0.321



The most stable of them is #2.



#1
16
Properties=species:S:1:pos:R:3:mulliken_charge:R:1 method="wB97M-V/def2-TZVPD" smiles="CC(C)C1(F)C=C1"
C -0.306 -1.695 0.307 -1.459
C 0.217 -0.434 -0.328 0.680
C -0.068 -0.175 -1.784 -1.429
C -0.276 0.923 0.558 0.516
F -1.558 1.123 0.230 -0.332
C 0.638 2.029 1.001 -0.548
C 0.114 1.296 1.944 -0.615
H 0.186 -1.900 1.242 0.358
H -0.192 -2.510 -0.310 0.428
H -1.307 -1.546 0.679 0.343
H 1.420 -0.524 -0.395 0.172
H -1.104 0.242 -1.932 0.291
H 0.100 -1.021 -2.423 0.392
H 0.570 0.526 -2.298 0.372
H 1.407 2.562 0.577 0.393
H 0.161 1.105 2.933 0.439



#2
16
Properties=species:S:1:pos:R:3:mulliken_charge:R:1 method="wB97M-V/def2-TZVPD" smiles="CC(C)C1(F)C=C1"
C -0.846 1.096 -0.844 -1.415
C -0.149 0.059 0.133 0.620
C -0.751 -1.358 0.087 -1.383
C 1.319 -0.037 -0.133 0.573
F 1.412 -0.449 -1.463 -0.346
C 2.322 -0.473 0.759 -0.576
C 2.530 0.770 0.356 -0.583
H -0.567 1.086 -1.836 0.364
H -0.596 2.164 -0.518 0.299
H -1.904 0.947 -0.796 0.400
H -0.501 0.471 1.122 0.262
H -0.674 -1.756 -0.933 0.317
H -1.712 -1.382 0.487 0.457
H -0.066 -2.079 0.717 0.272
H 2.969 -1.266 1.161 0.329
H 3.098 1.631 0.462 0.411



The most stable of them is #2.